[1]
3 unconnected molecules or ions with the total composition C3H10NO2, computed with the ωB97M-V functional and the def2-TZVPD basis.

Geometry (Å):
C: 1.39029 -1.16143 0.68458
C: 1.25962 -1.72193 -0.56857
C: 0.32268 0.95184 0.26610
N: 0.74588 0.00226 1.07786
H: 1.95444 -1.66916 1.46777
H: 1.15375 -2.80577 -0.66402
H: 1.11826 -1.14121 -1.48024
H: 0.01014 1.85369 0.78364
H: 0.83151 1.09258 -0.68236
H: 0.69975 0.09176 2.09832
H: -0.80944 -0.31196 -2.78622
H: -1.04520 1.14275 -2.56573
O: -0.70034 0.35206 -2.11075
H: -2.75989 1.11817 1.72387
H: -2.45479 0.99456 0.25558
O: -2.01744 1.03977 1.10638

Forces on atoms 1 to 3 (eV/Å):
-0.27 0.30 0.74
-0.42 -0.21 -0.86
2.35 1.64 1.70

As for the spin multiplicity: 2. Its orbital gap (spin up / spin down) is 8.0 / 6.1 eV. As for the net charge: +2. Its HOMO energy (spin up / spin down) is -19.686 / -19.672 eV.

Here are the natural (NBO) charges for atoms 1 to 5, given in e: C 0.2134; C -0.0291; C 0.3022; N -0.4824; H 0.2955

=====

[2]
A gas-phase ion, C2H2N3S2 (charge +1), computed with the ωB97M-V functional and the def2-TZVPD basis.

Geometry (Å):
C: -1.15734 -0.31070 -0.07823
C: -2.52319 -0.49143 -0.01809
N: 1.12396 0.13470 0.20753
N: 3.58372 0.53356 -0.04555
N: -0.07331 0.08952 0.08539
S: -3.68153 0.74052 0.10227
S: 2.23803 1.27185 -0.16293
H: -2.85476 -1.51056 -0.03288
H: 3.34440 -0.45745 -0.05751

Forces on atoms 1 to 3 (eV/Å):
1.78 1.62 0.60
-3.61 1.72 0.19
5.79 0.48 0.33

As for the spin multiplicity: 1. Its orbital gap (spin up / spin down) is 6.5 / 6.5 eV. As for the net charge: +1. Its HOMO energy (spin up / spin down) is -13.816 / -13.815 eV.

Here are the natural (NBO) charges for atoms 1 to 5, given in e: C 0.4250; C -0.4410; N -0.5534; N -0.7067; N 0.0001

=====

[3]
2 unconnected molecules or ions with the total composition C2H6N2O2S, computed with the ωB97M-V functional and the def2-TZVPD basis.

Geometry (Å):
C: 2.48833 -0.12309 0.35299
C: -2.28291 0.73086 -0.60633
N: 2.18484 0.72283 -0.45234
N: 2.88159 -0.81410 1.24530
O: -1.90873 -1.77902 -0.67925
O: -0.69140 -0.60964 1.17489
S: -1.05024 -0.66981 -0.49811
H: 0.09248 -0.05531 1.24126
H: -1.86445 1.68778 -0.40080
H: -2.34264 0.73122 -1.64996
H: -3.20639 0.70354 -0.11449
H: 2.86912 1.25076 -0.96983
H: 2.83039 -1.77602 1.35666

Forces on atoms 1 to 3 (eV/Å):
1.19 0.47 -0.69
2.55 -0.12 0.04
-0.97 0.72 -0.38

As for the spin multiplicity: 1. Its orbital gap is 9.9 eV. Its HOMO energy is -9.349 eV.

Here are the natural (NBO) charges for atoms 1 to 5, given in e: C 0.6528; C -0.8257; N -0.7673; N -0.7118; O -0.9417

=====

[4]
C25H19N3O3S in the gas phase, computed with the ωB97M-V functional and the def2-TZVPD basis.

Geometry (Å):
C: -6.91602 -0.06375 0.98953
O: -5.55692 -0.21923 1.31860
C: -4.64166 -0.23087 0.31351
C: -4.93376 -0.08904 -1.03937
C: -3.91167 -0.12607 -1.97375
C: -2.59517 -0.29524 -1.59074
C: -2.30976 -0.42772 -0.23851
N: -0.96487 -0.62142 0.19484
C: -0.37088 0.22479 1.07727
S: -1.16604 1.78452 1.42231
C: -1.07592 2.50904 -0.26122
C: 0.11649 1.96581 -1.03975
O: -0.06473 1.41956 -2.10933
C: 1.40867 2.07893 -0.40129
C: 1.77287 2.86637 0.67113
N: 3.04818 2.60083 1.02501
C: 3.55370 1.61008 0.22238
C: 4.78756 0.97601 0.24112
C: 4.99785 -0.02683 -0.68199
C: 4.00977 -0.38922 -1.59960
C: 2.78590 0.24314 -1.62764
C: 2.55219 1.26089 -0.70812
N: 0.75610 0.03976 1.65010
C: 1.49139 -1.05979 1.29911
C: 2.74236 -1.26511 1.88780
C: 3.52519 -2.31846 1.47656
C: 3.08286 -3.18879 0.48138
C: 1.84639 -3.00905 -0.09557
C: 1.03830 -1.94538 0.30756
C: -0.28704 -1.76538 -0.27523
O: -0.81411 -2.51511 -1.06435
C: -3.31657 -0.40688 0.70959
H: -7.45256 -0.09332 1.93651
H: -7.10397 0.89650 0.49832
H: -7.27031 -0.87703 0.34807
H: -5.94939 0.04450 -1.37633
H: -4.14989 -0.01865 -3.02092
H: -1.79927 -0.31047 -2.31640
H: -1.99799 2.28641 -0.80021
H: -0.98782 3.58299 -0.10259
H: 1.20017 3.60931 1.19220
H: 3.54030 3.03505 1.78860
H: 5.54749 1.25089 0.95747
H: 5.94360 -0.54755 -0.69442
H: 4.21390 -1.18517 -2.29978
H: 2.02159 -0.03538 -2.33565
H: 3.06962 -0.57926 2.65261
H: 4.49505 -2.47260 1.92615
H: 3.71261 -4.00722 0.16706
H: 1.47435 -3.67228 -0.86173
H: -3.09810 -0.52309 1.75968

Forces on atoms 1 to 3 (eV/Å):
-0.20 0.02 -0.05
0.25 -0.02 0.11
0.26 -0.02 -0.13

As for the spin multiplicity: 1. Its orbital gap is 8.4 eV. Its HOMO energy is -8.066 eV. Its SMILES is COc1cccc(-n2c(SCC(=O)c3c[nH]c4ccccc34)nc3ccccc3c2=O)c1.

Here are the natural (NBO) charges for atoms 1 to 5, given in e: C -0.2515; O -0.4920; C 0.3054; C -0.3040; C -0.1894

=====

[5]
A molecular structure, C5H9N3, computed with the ωB97M-V functional and the def2-TZVPD basis.

Geometry (Å):
C: 1.74185 0.87970 0.04681
C: 1.94811 -0.60427 -0.16582
C: 0.49776 -0.75272 0.41374
C: -1.58423 -0.84331 -0.08711
C: 0.38917 0.67265 -0.07563
H: 2.20703 1.01551 1.08715
H: 2.53395 1.54959 -0.55041
H: 2.22533 -1.33075 -1.01477
H: 2.39827 -1.16658 0.82742
H: 0.52144 -1.04652 1.41264
H: -2.59501 -1.48140 -0.07904
H: -2.62110 0.60244 0.84868
H: -1.16955 2.03199 -1.01115
H: 0.23980 0.41694 -1.09272
N: -0.46469 -1.53869 -0.30849
N: -1.82862 0.41716 0.14709
N: -0.80613 1.59246 -0.01287

Forces on atoms 1 to 3 (eV/Å):
9.81 3.10 0.96
0.89 -5.31 3.99
-0.13 0.38 -3.84

As for the spin multiplicity: 1. Its orbital gap is 9.0 eV. Its HOMO energy is -8.160 eV.

Here are the natural (NBO) charges for atoms 1 to 5, given in e: C -0.4119; C -0.4083; C -0.0564; C 0.2696; C -0.1227

=====

[6]
4 unconnected molecules or ions with the total composition C37H68N3O8, computed with the ωB97M-V functional and the def2-TZVPD basis.

Geometry (Å):
C: 5.23139 1.15587 -1.97771
O: 3.98791 1.67934 -1.54435
C: 4.12183 2.72948 -0.61161
C: 3.63419 4.05969 -1.17144
C: 2.33143 3.91480 -1.97814
C: 1.10496 4.22012 -1.20408
C: -0.04379 3.53877 -1.16470
C: -0.47635 2.26735 -1.81077
O: 0.58654 1.41608 -2.12489
C: 0.59869 0.16837 -1.45409
C: -0.99253 4.28448 -0.28528
O: -1.94925 3.91399 0.34507
O: -0.49235 5.59678 -0.23775
C: 0.88986 5.39375 -0.27714
O: 1.66610 5.99257 0.42372
H: 5.75391 1.89985 -2.57187
H: 5.03880 0.28039 -2.58066
H: 5.83205 0.86046 -1.12057
H: 3.55204 2.49802 0.28446
H: 5.17188 2.83900 -0.35402
H: 3.47334 4.73046 -0.33587
H: 4.38818 4.52853 -1.79221
H: 2.38385 4.65368 -2.77712
H: 2.28184 2.94852 -2.45134
H: -1.01537 2.51770 -2.72555
H: -1.21597 1.81048 -1.15545
H: -0.04765 0.14501 -0.58327
H: 0.36049 -0.62077 -2.15916
H: 1.61133 -0.00913 -1.10613
C: 11.50365 4.07285 -2.68876
C: 10.54862 2.91021 -3.04786
C: 11.24254 1.93585 -4.00064
C: 11.38804 2.46909 -5.42440
C: 10.04184 2.94699 -5.96547
C: 9.34540 3.94962 -5.04627
N: 9.28470 3.43465 -3.64671
O: 8.33713 2.56649 -3.52985
C: 10.07091 5.30609 -5.10202
C: 7.93328 4.21470 -5.55523
C: 10.23563 2.19563 -1.73856
H: 12.09964 3.81932 -1.81358
H: 12.21048 4.30750 -3.48317
H: 10.94892 4.97827 -2.44429
H: 10.67097 1.00304 -4.03550
H: 12.22366 1.68258 -3.59365
H: 12.12284 3.27800 -5.46027
H: 11.77815 1.67923 -6.06866
H: 10.17398 3.39942 -6.95019
H: 9.39223 2.07783 -6.10838
H: 9.66184 5.99523 -4.36234
H: 9.93392 5.75430 -6.08559
H: 11.14441 5.23619 -4.94682
H: 7.35548 3.29886 -5.66082
H: 7.98628 4.68650 -6.53546
H: 7.39479 4.88428 -4.88325
H: 9.70822 2.85473 -1.04764
H: 11.16803 1.88406 -1.27000
H: 9.63144 1.30350 -1.89069
C: -4.75146 -3.67422 1.73614
C: -3.36329 -3.47607 1.08562
C: -2.76416 -2.14282 1.53426
C: -3.42371 -0.92640 0.88705
C: -3.45061 -1.06839 -0.63414
C: -4.07429 -2.37966 -1.10748
N: -3.46173 -3.54188 -0.40321
O: -2.31497 -3.82688 -0.92406
C: -5.59801 -2.34436 -0.88861
C: -3.88055 -2.52478 -2.61241
C: -2.48578 -4.61363 1.59303
H: -4.66359 -4.16720 2.70053
H: -5.27361 -2.73976 1.92798
H: -5.39194 -4.30406 1.11815
H: -1.69619 -2.13092 1.29074
H: -2.83502 -2.07186 2.62150
H: -4.43608 -0.78479 1.27452
H: -2.86932 -0.02534 1.15853
H: -3.99541 -0.22927 -1.07259
H: -2.42433 -1.00202 -1.01175
H: -6.04266 -3.31590 -1.10706
H: -6.04773 -1.61333 -1.56042
H: -5.88971 -2.05428 0.11752
H: -2.83373 -2.45350 -2.90107
H: -4.41960 -1.72784 -3.12347
H: -4.26858 -3.48068 -2.96613
H: -2.86697 -5.58060 1.26223
H: -2.48248 -4.60129 2.68199
H: -1.45366 -4.51961 1.26009
C: -8.10801 -2.33773 7.13419
C: -7.86358 -2.28967 5.60752
C: -9.14531 -1.87630 4.88303
C: -10.20681 -2.97357 4.83982
C: -9.62282 -4.27201 4.28617
C: -8.36028 -4.72473 5.01849
N: -7.37243 -3.61029 5.11232
O: -6.75361 -3.46754 3.98913
C: -8.72497 -5.25617 6.41642
C: -7.73402 -5.90110 4.27858
C: -6.79340 -1.22840 5.38011
H: -7.91203 -1.36481 7.58189
H: -9.13343 -2.59445 7.39584
H: -7.44135 -3.05074 7.61841
H: -8.89807 -1.59142 3.85536
H: -9.54952 -0.98271 5.36308
H: -10.63173 -3.13902 5.83362
H: -11.03589 -2.65032 4.20791
H: -10.36778 -5.06846 4.33606
H: -9.39236 -4.12912 3.22565
H: -7.82643 -5.46915 6.99665
H: -9.28637 -6.18493 6.31994
H: -9.35177 -4.58074 6.99296
H: -7.53138 -5.66952 3.23472
H: -8.41906 -6.74755 4.30208
H: -6.79867 -6.20628 4.74954
H: -5.85315 -1.51012 5.85604
H: -7.12697 -0.28618 5.81237
H: -6.60396 -1.05417 4.32254

Forces on atoms 1 to 3 (eV/Å):
-0.31 0.28 0.12
-0.15 -0.39 0.02
0.08 0.38 -0.34

As for the spin multiplicity: 4. Its orbital gap (spin up / spin down) is 8.1 / 9.0 eV. Its HOMO energy (spin up / spin down) is -8.174 / -9.133 eV.

Here are the Mulliken charges for atoms 1 to 5, given in e: C -0.9398; O -0.3093; C -0.5814; C -0.7664; C -0.6148

=====

One value per record, in order, for max |F|: 0.065 0.113 0.073 0.020 0.201 0.037 Eh/bohr.